# 1
The following is a DFT calculation (ωB97M-V/def2-TZVPD) of a molecular structure, C27H62ClCu2F7N8O9P.

- gap between HOMO and LUMO (eV) = 7.51
- energy relative to the best compared isomer or geometry (same formula, charge and spin) (kJ/mol) = 0.00
- DFT total energy (Ha) = -6963.1416
- HOMO (eV) = -5.609
- maximum force (eV/Å) = 2.96
- charge = -1

Each line ends with the Löwdin charge.
Positions of all 117 atoms, in Å:
Cu1 0.273588 -20.559451 11.935995  0.070
Cu2 -1.045492 -17.939478 11.950171  0.377
P1 -4.324088 -17.423540 12.712778  0.291
F1 -3.376200 -18.220693 11.566225  -0.220
F2 -3.831298 -16.008695 12.060051  -0.161
F3 -5.584261 -17.488743 11.766108  -0.135
F4 -5.269417 -16.686981 13.802055  -0.151
F5 -4.649428 -18.946789 13.327194  -0.206
F6 -2.950610 -17.441194 13.731818  -0.213
Cl1 -0.744046 -20.805654 9.776357  0.074
F7 0.398589 -18.981178 13.042309  -0.478
C1 -2.555217 -16.665529 6.384241  -0.318
O1 -1.858311 -16.008573 5.595239  -0.025
N1 -2.207941 -17.910990 6.884224  -0.162
C2 -3.008449 -18.678607 7.855042  -0.062
C3 -0.942989 -18.510343 6.494945  -0.036
H1 -3.563439 -16.434092 6.678758  0.119
H2 -2.742418 -18.526942 8.903475  0.061
H3 -2.949846 -19.732200 7.683833  0.035
H4 -4.039450 -18.323511 7.708613  0.092
H5 -1.048641 -19.484550 6.902076  0.051
H6 -0.806733 -18.537883 5.429942  0.097
H7 -0.126776 -18.056312 7.022966  0.054
C4 2.137963 -22.919545 12.148660  -0.289
O2 1.449906 -22.167787 12.843815  -0.048
N2 2.663018 -24.020939 12.737033  -0.177
C5 3.173616 -25.204917 12.000040  -0.029
C6 2.493489 -24.172503 14.172039  -0.038
H8 2.465325 -22.758901 11.106809  0.144
H9 2.373426 -25.958767 11.994316  0.084
H10 4.055197 -25.553883 12.482719  0.070
H11 3.471336 -24.968806 10.993532  0.080
H12 1.508794 -23.741352 14.444625  0.095
H13 2.503155 -25.231839 14.436967  0.090
H14 3.239882 -23.574020 14.688981  0.094
C7 -4.115414 -22.088405 11.117106  -0.307
O3 -3.769404 -23.272975 11.245586  -0.032
N3 -5.272212 -21.661278 10.529589  -0.184
C8 -5.523325 -20.265629 10.190725  -0.033
C9 -6.218859 -22.646060 10.080203  -0.059
H15 -3.454450 -21.260924 11.257660  0.106
H16 -5.777690 -19.668707 11.051837  0.062
H17 -6.374256 -20.239499 9.545406  0.081
H18 -4.692243 -19.744384 9.718617  0.068
H19 -6.365125 -22.466955 8.986663  0.096
H20 -5.805296 -23.598485 10.296431  0.061
H21 -7.183453 -22.632574 10.663185  0.105
C10 -0.110854 -24.271238 9.241893  -0.365
O4 0.192085 -24.812572 8.223519  0.001
N4 -0.537941 -25.000085 10.317111  -0.180
C11 -0.880366 -24.322560 11.558820  -0.068
C12 -0.628949 -26.408865 10.299355  -0.066
H22 -0.048397 -23.173348 9.503429  0.049
H23 -0.984440 -23.257914 11.370113  0.049
H24 -0.211252 -24.585562 12.366078  0.081
H25 -1.797030 -24.635564 11.935683  0.051
H26 0.188633 -26.932004 10.860739  0.095
H27 -1.608770 -26.620695 10.731329  0.095
H28 -0.603882 -26.732780 9.292154  0.067
C13 -0.695405 -16.153095 9.438273  -0.249
O5 -1.147786 -16.509430 10.534490  -0.036
N5 0.616091 -16.368102 9.147124  -0.164
C14 1.377770 -17.236895 10.023923  -0.037
C15 1.189491 -15.805444 7.949460  -0.049
H29 -1.287291 -15.523275 8.739760  0.150
H30 0.946489 -18.292811 10.151414  0.082
H31 1.503360 -16.737803 10.981732  0.100
H32 2.341870 -17.320964 9.531836  0.067
H33 0.374203 -15.178589 7.555593  0.089
H34 2.005207 -15.147302 8.268620  0.095
H35 1.492869 -16.543037 7.229624  0.054
C16 -1.670133 -21.765937 16.577124  -0.356
O6 -1.197493 -22.873207 16.931414  -0.068
N6 -2.037371 -21.430435 15.352411  -0.158
C17 -2.448625 -20.027996 15.064616  -0.014
C18 -1.901404 -22.394949 14.253370  -0.022
H36 -1.902103 -21.035172 17.369454  0.127
H37 -3.390919 -20.013097 14.505486  0.072
H38 -1.648446 -19.556477 14.481487  0.072
H39 -2.484914 -19.545526 16.009395  0.071
H40 -1.832506 -23.440122 14.577860  0.091
H41 -2.775266 -22.356973 13.591567  0.077
H42 -1.016247 -22.148369 13.647203  0.065
C19 1.916590 -19.626184 7.411011  -0.345
O7 2.453122 -18.539967 7.118382  -0.048
N7 2.074288 -20.707836 6.642884  -0.170
C20 1.932394 -22.061481 7.118515  -0.070
C21 2.994291 -20.701125 5.488075  -0.042
H43 1.370711 -19.747594 8.348457  0.074
H44 2.856199 -22.607822 7.408395  0.108
H45 1.326421 -22.608141 6.440919  0.080
H46 1.427584 -21.981319 8.064734  0.042
H47 2.862610 -19.727620 4.949223  0.101
H48 4.038323 -20.958727 5.794072  0.100
H49 2.637845 -21.530799 4.896885  0.071
C22 3.724020 -19.444452 10.240985  -0.317
O8 2.765909 -20.181414 10.547121  -0.044
N8 4.256294 -18.581760 11.155229  -0.174
C23 5.314243 -17.713245 10.650116  -0.082
C24 4.151497 -18.894585 12.649808  0.018
H50 4.143163 -19.362312 9.174240  0.151
H51 5.315411 -16.793094 11.241732  0.083
H52 5.260356 -17.472725 9.576818  0.089
H53 6.319707 -18.121554 10.768425  0.077
H54 4.302384 -17.905604 13.056757  0.074
H55 3.172127 -19.284997 12.891528  0.066
H56 4.937459 -19.653165 12.956330  0.105
C25 -3.303551 -24.874060 7.474740  -0.015
C26 -4.248218 -23.684797 7.143111  -0.458
O9 -5.348315 -23.837567 6.651525  0.043
C27 -3.626129 -22.292629 7.395151  -0.017
H57 -3.854000 -25.803873 7.297985  0.073
H58 -3.192724 -24.840893 8.556880  0.066
H59 -2.291703 -24.819838 6.974522  0.095
H60 -2.542243 -22.241935 7.295793  0.072
H61 -3.902103 -22.042411 8.415704  0.060
H62 -4.075664 -21.588880 6.726547  0.070

Atomic forces in eV per Å
Cu -0.151 -0.209 -0.853
Cu 0.464 -0.354 0.282
P 1.738 -0.600 0.862
F -0.409 0.421 0.413
F -0.380 -0.871 0.726
F -0.283 -0.318 -0.874
F 1.182 -0.411 0.080
F -0.410 1.403 -0.473
F -1.479 0.516 -0.995
Cl 0.234 0.171 0.635
F -0.553 0.628 -0.135
C 1.548 -1.795 -0.803
O -0.949 -0.782 1.396
N 0.055 1.145 -0.399
C -0.834 1.796 -0.245
C -0.787 0.262 0.768
H -0.693 0.728 0.251
H 0.278 0.245 -0.072
H 0.066 -0.535 -0.439
H 0.077 -0.356 0.286
H 0.482 -1.230 -0.006
H 0.155 0.196 -0.452
H 0.572 0.417 -0.098
C 0.292 -0.618 1.194
O 0.150 0.559 -1.145
N 0.522 -0.652 -0.960
C -1.157 1.101 0.419
C -1.242 0.348 -0.060
H -0.559 0.104 0.108
H 0.423 -0.036 -0.096
H 0.592 -0.512 0.578
H -0.218 0.337 -0.503
H 0.523 -0.378 0.012
H 0.237 0.214 0.066
H 0.195 -0.251 0.230
C -0.433 -1.010 -1.622
O -0.700 1.238 0.318
N 0.656 -0.437 0.646
C 0.280 0.124 0.664
C -1.161 0.754 -0.258
H 0.811 0.729 0.677
H -0.080 0.038 0.432
H -0.466 -0.009 -0.606
H 0.217 -0.357 -0.096
H -0.305 -0.552 0.809
H 0.488 -0.967 -0.242
H 0.686 0.413 -0.742
C -0.441 0.371 2.907
O 0.775 -0.339 -2.552
N 0.352 1.848 0.603
C 0.974 0.159 -0.708
C -0.142 -0.504 0.885
H -0.158 -0.725 -0.625
H 0.342 0.121 0.202
H 0.861 0.301 0.163
H -2.042 -0.633 0.206
H -0.601 0.438 -0.209
H 0.122 -0.647 0.113
H 0.040 -0.473 -1.014
C 1.550 0.042 1.327
O -0.690 -0.009 -0.770
N -2.173 -0.528 -0.231
C 0.049 -0.755 -0.291
C -0.750 1.118 0.466
H 0.352 -0.438 0.187
H 0.355 1.568 -0.140
H -0.006 -0.286 0.285
H 0.164 -0.199 0.150
H 0.557 -0.092 -0.378
H 0.126 -0.113 -0.413
H 0.280 -0.241 -0.174
C 0.500 -2.388 1.472
O -0.516 1.544 -0.688
N -0.343 0.153 -0.675
C 0.766 -1.592 -1.042
C -0.085 0.324 -0.408
H 0.143 0.309 -0.344
H 0.378 0.107 0.421
H -0.246 0.022 -0.070
H -0.416 0.650 0.701
H 0.155 0.510 0.430
H 0.104 0.275 0.175
H -0.122 -0.102 0.135
C 1.554 1.411 -0.101
O -0.677 -0.837 0.267
N 1.643 -0.993 -0.899
C -0.329 0.401 1.895
C -0.649 1.048 0.304
H -0.359 -0.348 -0.045
H -0.062 0.557 -0.795
H -0.362 -0.831 -0.529
H -0.697 -0.199 0.430
H 0.615 -0.969 0.431
H -0.647 0.646 -0.184
H 0.052 -0.086 -0.618
C -1.888 -0.501 0.773
O 1.930 0.481 -1.051
N 0.454 -1.215 -0.535
C 0.608 0.305 0.722
C 0.982 0.071 -1.955
H -0.565 -0.036 1.291
H -0.133 0.089 -0.282
H -0.657 -0.130 0.461
H 0.108 -0.344 0.241
H 0.107 -0.083 0.837
H -0.263 0.099 -0.176
H -0.721 1.052 -0.346
C -0.691 0.422 -0.113
C 1.460 -0.209 -0.932
O 0.547 0.182 0.603
C -0.596 -1.066 0.118
H 0.321 0.097 -0.415
H 0.510 0.151 0.248
H -1.215 -0.001 0.576
H -0.014 -0.317 0.144
H 0.154 0.248 0.237
H -0.408 0.464 -0.375

# 2
The following is a DFT calculation (ωB97M-V/def2-TZVPD) of 4 unconnected molecules or ions with the total composition C27H62N3O2.

- gap between HOMO and LUMO (eV) = 4.01
- energy relative to the best compared isomer or geometry (same formula, charge and spin) (kJ/mol) = 162.26
- DFT total energy (Ha) = -1380.5277
- HOMO (eV) = -1.410
- maximum force (eV/Å) = 3.43
- charge = -1

Each line ends with the Löwdin charge.
Positions of all 94 atoms, in Å:
C1 -1.993014 2.245349 1.366040  -0.220
C2 -3.177814 2.693812 2.334402  -0.379
C3 -2.850168 2.658853 3.899546  -0.254
C4 -1.656042 1.706586 4.335212  -0.245
C5 -2.067165 0.171374 4.548265  -0.202
C6 -2.545910 -0.576457 3.227276  -0.157
C7 -1.369018 -1.127855 2.288600  -0.183
O1 -0.061819 -1.143756 2.911695  -0.077
C8 0.821870 -0.214866 2.334163  -0.433
C9 1.712141 0.651584 3.340851  -0.011
O2 1.006069 -0.035597 1.125689  0.050
H1 -1.648739 3.073800 0.666990  -0.072
H2 -2.274236 1.336821 0.725095  -0.053
H3 -3.549884 3.732763 2.021500  0.068
H4 -4.056560 1.983223 2.145835  0.059
H5 -2.542740 3.722673 4.213884  0.089
H6 -3.815071 2.446541 4.479305  0.092
H7 -1.334873 2.070750 5.383595  0.095
H8 -0.714140 1.829571 3.699580  0.065
H9 -2.938395 0.108715 5.293137  0.103
H10 -1.185065 -0.340912 5.053299  0.094
H11 -3.128391 -1.506749 3.580459  0.094
H12 -3.264214 0.007090 2.576121  0.094
H13 -1.618264 -2.222733 2.039702  0.106
H14 -1.424401 -0.566164 1.307882  0.098
H15 1.392848 1.736870 3.154397  0.089
H16 2.824062 0.524272 3.186150  0.076
H17 1.405470 0.358146 4.403618  0.079
C10 3.437191 0.641958 -5.891723  -0.091
C11 2.460672 0.664082 -4.722349  -0.278
N1 2.203051 -0.646290 -4.144207  -0.193
C12 1.062931 -0.654297 -3.230261  -0.243
C13 1.175862 0.173095 -1.951544  -0.085
C14 3.370948 -1.394713 -3.697890  -0.252
C15 4.277852 -0.742731 -2.653187  -0.087
H18 3.108660 -0.055721 -6.666538  0.077
H19 3.500045 1.636667 -6.341344  0.065
H20 4.446084 0.363429 -5.576900  0.062
H21 1.517872 1.071391 -5.101388  0.099
H22 2.825997 1.375896 -3.968915  0.097
H23 0.821842 -1.688840 -2.961753  0.111
H24 0.184850 -0.300087 -3.784691  0.107
H25 1.829905 -0.298921 -1.220079  0.043
H26 0.192359 0.259149 -1.483267  0.076
H27 1.535509 1.187480 -2.142019  0.062
H28 3.983068 -1.630355 -4.575267  0.096
H29 3.052842 -2.374117 -3.324543  0.113
H30 4.493970 0.303526 -2.879351  0.066
H31 5.236169 -1.270559 -2.620591  0.067
H32 3.850791 -0.801670 -1.651986  0.058
C16 -0.300737 7.447118 -2.913852  -0.096
C17 0.045340 6.493504 -4.050362  -0.280
N2 1.035996 5.487887 -3.690631  -0.194
C18 1.573583 4.769146 -4.840194  -0.253
C19 0.611574 3.895806 -5.643977  -0.092
C20 0.722841 4.661501 -2.526370  -0.238
C21 -0.574240 3.852406 -2.553225  -0.074
H33 0.597044 7.924195 -2.512513  0.076
H34 -0.963889 8.235397 -3.280024  0.068
H35 -0.819749 6.939056 -2.097816  0.068
H36 0.443530 7.102396 -4.869949  0.113
H37 -0.881600 6.037308 -4.424526  0.097
H38 2.421157 4.154484 -4.516696  0.105
H39 2.010980 5.506653 -5.524932  0.105
H40 0.366837 2.974745 -5.115609  0.039
H41 1.084739 3.603237 -6.586444  0.069
H42 -0.316468 4.415039 -5.893542  0.067
H43 0.697007 5.308965 -1.644300  0.104
H44 1.557599 3.979363 -2.331355  0.109
H45 -1.425582 4.435685 -2.911010  0.068
H46 -0.816661 3.515947 -1.540989  0.062
H47 -0.481313 2.956941 -3.169308  0.050
C22 -0.854271 -8.581344 3.108136  -0.099
C23 -0.351156 -7.253590 3.660956  -0.278
N3 -0.710829 -6.103533 2.842706  -0.193
C24 0.005653 -4.884747 3.209505  -0.244
C25 -0.257128 -4.296981 4.594598  -0.084
C26 -2.131321 -5.932360 2.563475  -0.247
C27 -3.080771 -5.801759 3.755205  -0.086
H48 -0.523146 -8.729789 2.077157  0.077
H49 -0.460943 -9.406086 3.708365  0.068
H50 -1.944564 -8.649582 3.137231  0.062
H51 0.740952 -7.320920 3.712054  0.116
H52 -0.704186 -7.144240 4.695885  0.097
H53 -0.187099 -4.112625 2.457321  0.102
H54 1.080266 -5.088676 3.128350  0.110
H55 -1.227810 -3.803077 4.646570  0.054
H56 0.495635 -3.535736 4.815760  0.072
H57 -0.202385 -5.049331 5.385496  0.064
H58 -2.466146 -6.780962 1.957592  0.098
H59 -2.269899 -5.066169 1.907747  0.113
H60 -2.878351 -6.538227 4.535973  0.065
H61 -4.110502 -5.960449 3.421125  0.071
H62 -3.042427 -4.805806 4.197089  0.053

Atomic forces in eV per Å
C -0.538 0.150 -0.225
C 0.032 -0.582 -1.298
C 0.435 0.842 -0.151
C -0.104 -0.068 1.465
C -0.252 0.781 -0.302
C 0.352 -1.272 0.579
C -1.948 -0.947 -0.908
O 0.581 2.165 -1.131
C 1.714 1.055 -1.598
C -1.496 -0.517 0.599
O -1.060 -1.132 3.058
H -0.546 -0.789 0.735
H 0.157 1.131 0.682
H 0.338 -1.186 0.767
H 0.853 0.928 0.386
H -0.353 -1.398 -0.408
H 1.321 0.029 -0.536
H -0.454 -0.507 -1.265
H -1.825 -0.220 0.442
H 1.155 0.276 -0.986
H -1.105 0.290 -0.850
H 0.746 1.234 -0.437
H 1.038 -0.331 0.946
H 0.466 1.419 0.386
H 0.729 -0.413 1.313
H 0.550 -1.588 0.181
H -1.396 0.025 -0.044
H 0.639 0.539 -1.358
C 0.097 -0.041 0.017
C 0.148 -0.074 -0.008
N -0.225 -0.287 -0.137
C -0.243 0.163 0.012
C -0.077 -0.107 0.068
C 0.178 0.043 -0.235
C 0.174 -0.111 0.238
H 0.015 -0.018 0.093
H -0.016 -0.032 0.062
H -0.045 -0.011 -0.044
H -0.057 -0.176 0.213
H 0.019 0.151 -0.015
H 0.205 -0.004 -0.079
H 0.151 0.030 -0.136
H -0.055 0.130 -0.005
H 0.113 0.026 0.049
H -0.017 -0.040 -0.011
H -0.061 0.114 -0.052
H -0.226 0.166 -0.004
H -0.062 -0.024 -0.009
H -0.032 0.015 -0.029
H -0.003 0.148 -0.059
C -0.054 -0.054 0.117
C -0.001 -0.045 0.123
N 0.403 -0.019 -0.166
C 0.075 0.220 -0.040
C 0.001 -0.241 -0.173
C -0.178 0.103 0.289
C -0.022 -0.210 0.161
H -0.019 -0.102 -0.013
H 0.021 -0.068 -0.014
H 0.063 0.040 -0.031
H 0.126 -0.231 -0.048
H -0.120 0.055 -0.029
H -0.122 0.021 0.172
H -0.104 0.100 0.094
H -0.111 0.102 0.004
H -0.005 0.021 0.014
H 0.049 -0.012 0.061
H -0.013 0.068 -0.121
H 0.036 0.108 -0.236
H 0.044 0.015 -0.016
H -0.001 0.004 -0.060
H -0.081 0.056 -0.040
C -0.105 -0.021 -0.013
C -0.148 -0.003 -0.087
N 0.178 0.140 -0.171
C 0.242 0.035 -0.074
C 0.002 0.206 0.133
C -0.103 -0.264 -0.133
C -0.240 0.139 0.059
H -0.053 0.080 0.042
H -0.020 0.069 -0.002
H 0.058 -0.006 -0.039
H -0.050 0.270 -0.031
H 0.016 -0.087 0.114
H -0.126 -0.130 0.023
H -0.088 -0.165 -0.011
H 0.030 -0.031 0.051
H -0.063 -0.016 -0.051
H -0.029 -0.009 -0.059
H 0.111 -0.052 0.065
H 0.256 0.014 0.118
H 0.045 0.019 -0.029
H 0.053 0.002 0.001
H 0.039 -0.096 0.072